No. 1
C26H32ClN8NaS as an isolated structure, computed with ωB97M-V with the def2-TZVPD basis set.

The geometry in XYZ format:
```
69
Properties=species:S:1:pos:R:3:forces:R:3
Na -1.41774 0.97667 -0.07520 0.045 0.057 0.094
C 0.22305 -1.66151 -3.48499 -0.011 0.015 -0.040
C -0.75123 -1.13521 -2.47501 0.320 0.269 -0.148
N -0.92192 0.10725 -2.21318 -0.198 -0.193 0.282
N -0.03669 1.00625 -2.73874 0.230 -0.120 -0.248
C -0.22715 2.33362 -2.57134 0.061 0.287 0.030
N 0.90689 3.07115 -2.75630 -0.009 -0.131 -0.014
S -1.69364 3.02944 -2.21848 -0.177 0.016 -0.048
C -1.55676 -2.10472 -1.69666 -0.166 -0.329 0.297
C -1.36670 -3.47727 -1.86593 0.048 0.170 -0.025
C -2.09504 -4.36734 -1.09821 -0.096 -0.012 0.079
C -3.01642 -3.87147 -0.19408 0.088 -0.049 -0.066
C -3.13263 -2.49532 -0.08771 -0.092 -0.007 0.027
N -2.42756 -1.62361 -0.79325 0.009 0.070 -0.114
H 0.53155 -0.89266 -4.19271 0.004 -0.004 0.047
H -0.22145 -2.46414 -4.06988 -0.045 -0.014 0.003
H 1.09532 -2.07306 -2.97153 0.014 -0.040 -0.066
H 0.89013 0.68420 -2.98698 -0.010 0.020 0.042
H 1.75825 2.67562 -2.37688 -0.006 -0.007 0.006
H 0.78189 4.05308 -2.57383 -0.020 0.013 0.000
H -0.62598 -3.85772 -2.55193 0.041 0.025 -0.007
H -1.92942 -5.43150 -1.20010 0.009 0.000 0.001
H -3.60874 -4.51917 0.43616 0.000 -0.015 -0.008
H -3.83710 -2.08265 0.63067 -0.003 -0.002 -0.010
N 2.08555 1.54633 -0.08364 0.100 0.000 -0.014
C 2.32789 2.73790 0.59132 0.015 0.022 0.000
C 3.60557 3.20683 0.78595 -0.025 -0.036 -0.024
C 3.84563 4.44344 1.41072 -0.015 0.049 0.034
C 2.81335 5.22190 1.84755 0.040 0.019 0.016
C 1.48327 4.77909 1.66425 -0.023 -0.091 -0.060
C 0.36636 5.53937 2.07831 -0.039 -0.038 -0.015
C -0.89343 5.06724 1.85353 0.051 0.056 0.029
C -1.04125 3.82269 1.21205 0.004 -0.046 -0.003
N -0.03700 3.07946 0.82278 0.011 -0.126 -0.021
C 1.22609 3.53643 1.03539 0.039 0.124 -0.011
H 2.86582 0.90316 -0.06137 -0.030 -0.039 0.004
H 1.26392 1.04768 0.22734 -0.030 0.019 0.034
H 4.44432 2.60629 0.45368 -0.010 -0.007 -0.003
H 4.86879 4.76931 1.54538 -0.002 0.013 0.008
H 2.99101 6.17319 2.33255 0.008 0.001 -0.005
H 0.53108 6.49312 2.56498 -0.010 0.007 0.002
H -1.77089 5.62599 2.14801 0.002 0.008 0.002
H -2.03776 3.43895 1.01105 -0.003 -0.007 0.001
N -3.47710 0.81488 1.08322 -0.160 -0.012 -0.055
C -3.33192 0.50688 2.50720 0.031 -0.022 0.066
C -2.10223 -0.35515 2.75279 -0.006 0.005 0.108
N -0.87845 0.32406 2.32411 -0.064 -0.071 -0.181
H -4.32190 1.34274 0.90266 0.017 0.037 0.033
H -3.55084 -0.04302 0.54169 -0.050 0.038 -0.020
H -4.20294 -0.01049 2.92809 0.012 0.009 -0.018
H -3.22976 1.45259 3.04917 0.002 -0.020 0.010
H -2.18254 -1.27674 2.17456 0.004 -0.041 -0.008
H -2.08759 -0.64668 3.81002 -0.004 0.021 -0.015
H -0.08514 -0.30689 2.38259 0.007 -0.016 0.030
H -0.68777 1.12248 2.91869 0.063 0.005 -0.016
Cl -0.13286 -3.39421 1.83777 -0.066 0.058 0.017
C 0.98052 -3.86890 0.56265 0.023 0.048 0.047
C 1.30434 -5.20508 0.47168 0.062 0.029 -0.084
C 2.20468 -5.64837 -0.49155 -0.051 -0.100 0.054
C 2.78123 -4.69557 -1.33162 0.020 0.053 -0.016
C 2.46469 -3.36039 -1.22684 -0.020 -0.020 -0.010
C 1.51824 -2.85059 -0.27773 0.013 -0.142 -0.079
C 1.14995 -1.51342 -0.23941 -0.049 0.020 -0.019
H 0.84709 -5.89890 1.16608 0.006 -0.016 -0.001
H 2.46367 -6.69535 -0.56471 -0.006 0.000 -0.002
H 3.50756 -5.00258 -2.07600 0.001 -0.017 0.005
H 2.97180 -2.64680 -1.86935 -0.004 0.020 0.003
H 0.32741 -1.19860 0.38639 -0.002 0.096 -0.034
H 1.49057 -0.86423 -1.03586 0.101 0.092 0.093
```
Forces are in eV/Å.

Results
E: -2468.719567 a.u.
Molecular weight: 547.11 g/mol
Charge: 0
ΔE to the lowest compared entry with this formula, charge and spin: 56.9 kJ/mol

=====

No. 2
C26H32IrN4OS2Te as an isolated structure, computed with ωB97M-V with the def2-TZVPD basis set.

The geometry in XYZ format:
```
67
Properties=species:S:1:pos:R:3:forces:R:3
Ir 0.41243 0.75141 0.09765 0.298 -0.675 -0.274
C -1.70558 -0.87089 3.55515 0.104 0.134 -0.157
N -1.75999 -0.83367 2.10778 -0.154 -0.046 0.157
C -1.58377 -2.16279 1.53820 0.193 0.076 -0.035
C -0.22342 -2.80649 1.80887 -0.204 0.206 -0.162
N 0.91542 -2.01185 1.33067 0.210 -0.301 0.115
C 1.72679 -1.49029 2.43723 -0.064 0.069 -0.089
C 1.75023 -2.66267 0.36050 0.110 0.272 -0.339
C 1.86872 -4.04980 0.31239 0.094 -0.122 0.047
C 2.65986 -4.69473 -0.62531 0.046 -0.071 -0.004
C 3.35273 -3.94820 -1.56181 0.011 -0.040 -0.046
C 3.26324 -2.56930 -1.52779 -0.031 -0.018 0.095
C 2.49962 -1.89159 -0.56983 -0.052 -0.329 0.213
S 2.61062 -0.14285 -0.61398 -0.929 0.447 0.351
C -2.86212 -0.12095 1.57041 0.090 0.131 -0.271
C -3.87847 0.35692 2.39750 -0.087 -0.029 0.088
C -5.00563 0.98724 1.88975 -0.055 0.004 -0.014
C -5.15273 1.13987 0.52335 -0.077 0.041 0.018
C -4.11704 0.75158 -0.31086 0.074 -0.056 0.129
C -2.94601 0.17406 0.18137 -0.005 -0.204 0.172
S -1.66972 -0.13842 -0.99579 0.657 0.238 0.132
H -2.53541 -1.44714 3.99667 -0.004 0.025 0.038
H -1.71667 0.14590 3.94734 0.002 -0.017 0.051
H -0.77313 -1.33722 3.86225 0.002 0.010 0.053
H -1.67780 -2.08224 0.45954 -0.101 -0.005 -0.045
H -2.36951 -2.84828 1.90556 0.031 -0.007 0.028
H -0.27576 -3.75267 1.27267 0.006 0.014 0.061
H -0.09727 -3.05561 2.86893 0.044 0.006 -0.016
H 2.08547 -2.30125 3.09174 -0.030 -0.016 -0.028
H 1.14987 -0.77802 3.02482 -0.048 0.016 -0.005
H 2.58397 -0.95866 2.03349 0.031 0.056 -0.037
H 1.35382 -4.66769 1.03720 0.014 0.077 0.016
H 2.74115 -5.77467 -0.60937 -0.045 -0.008 -0.019
H 3.96029 -4.43504 -2.31532 -0.002 0.009 -0.006
H 3.78961 -1.97291 -2.26219 0.028 0.015 0.021
H -3.81107 0.23615 3.46962 0.001 -0.050 -0.052
H -5.76769 1.34244 2.57286 -0.025 -0.029 -0.011
H -6.05616 1.57085 0.10868 0.039 0.075 -0.002
H -4.18178 0.91422 -1.37949 0.000 0.031 0.001
C 4.05028 4.15399 1.55862 -0.117 0.069 -0.066
C 3.10045 5.21597 1.01525 -0.002 -0.216 0.140
N 3.46412 5.73530 -0.29435 0.024 -0.070 -0.036
C 4.70638 6.49077 -0.38831 0.106 -0.022 -0.193
C 5.83524 5.66035 -0.99595 -0.096 0.087 0.023
C 2.67910 5.70309 -1.40501 0.108 0.099 0.084
O 2.93266 6.39235 -2.38735 -0.065 -0.055 -0.021
C 1.51541 4.75694 -1.46721 -0.037 -0.031 -0.132
C 0.29944 5.19593 -1.98489 0.112 -0.124 -0.021
C -0.66897 4.25515 -2.27904 0.013 0.164 -0.075
C -0.40830 2.91666 -2.03605 -0.009 -0.077 0.041
N 0.72217 2.48845 -1.47090 -0.169 0.617 -0.257
C 1.67009 3.40051 -1.22686 0.119 -0.186 -0.065
H 3.66944 3.80980 2.51943 0.022 -0.027 0.033
H 5.05966 4.54461 1.70105 -0.003 -0.017 -0.006
H 4.08993 3.28876 0.89629 0.046 -0.014 -0.005
H 3.06789 6.05631 1.71876 -0.060 0.014 -0.052
H 2.10009 4.79307 0.96931 -0.082 0.038 -0.011
H 4.97414 6.83662 0.61146 -0.052 -0.013 0.024
H 4.52618 7.35681 -1.02474 -0.007 0.049 0.097
H 6.07607 4.80060 -0.37231 0.009 -0.019 -0.009
H 6.73285 6.27000 -1.11459 0.013 -0.014 -0.007
H 5.52830 5.30189 -1.97836 0.040 0.002 -0.016
H 0.15191 6.24842 -2.18828 -0.004 0.007 -0.010
H -1.62045 4.54087 -2.70649 0.005 0.017 0.004
H -1.13462 2.15124 -2.28043 -0.039 -0.028 0.171
H 2.61202 3.00914 -0.85997 -0.048 -0.028 0.160
Te 0.19063 2.44518 1.95057 -0.001 -0.150 0.028
```
Forces are in eV/Å.

Results
E: -2472.984104 a.u.
Spin multiplicity: 5
Molecular weight: 800.52 g/mol
Charge: -1
ΔE to the lowest compared entry with this formula, charge and spin: 36.2 kJ/mol

=====

No. 3
One molecule with the formula C26H32N4O3S, computed with ωB97M-V with the def2-TZVPD basis set.

The geometry in XYZ format:
```
66
Properties=species:S:1:pos:R:3:forces:R:3
C -0.98568 -3.23963 -2.01192 -1.047 -3.101 -2.172
C -0.96510 -2.49201 -0.78064 -3.552 1.625 0.628
H -0.11081 -2.66317 -0.17109 0.540 -0.351 0.767
C -2.36386 -2.78324 -0.04311 1.856 -4.972 -2.467
N -2.54397 -1.92850 0.87223 -2.352 11.795 10.914
C -3.78944 -1.23736 1.35710 3.031 -1.878 -3.553
O -4.88213 -1.52587 0.93554 -0.494 -0.411 -0.150
C -3.63368 -0.09726 2.30444 1.272 0.644 3.735
H -4.63331 0.02435 2.81834 1.161 -0.224 -0.541
H -2.80082 -0.42441 3.13809 -2.050 1.223 -2.035
S -3.29474 1.73728 1.80047 -0.080 -3.452 -0.013
C -1.60928 1.54608 1.38574 0.647 -5.892 2.819
N -0.87424 0.17028 1.66570 -2.427 7.101 -0.688
C 0.47454 0.36165 1.61070 0.299 -2.203 -2.666
C 1.13262 -0.92385 1.74225 -4.551 0.446 4.141
C 2.42485 -1.02333 1.79094 8.058 -2.582 -1.467
C 3.27820 -0.07436 1.19739 -3.362 5.798 0.501
C 2.51713 1.21042 0.94128 10.235 0.715 -2.260
C 1.28710 1.46853 1.01011 -11.403 -3.099 4.640
C 0.45166 2.64572 0.87416 1.904 2.345 -3.491
O 0.95741 3.59921 0.22629 -1.782 -1.048 1.970
N -1.01438 2.66316 1.15424 6.038 0.999 -1.007
C -1.64452 3.87822 0.69772 -1.967 -0.827 -0.512
H -2.66114 3.79347 1.33329 2.048 1.384 -1.957
H -1.05814 4.79438 0.74108 0.160 -0.307 1.654
C -1.75544 3.88322 -0.88929 -7.284 -2.528 3.709
C -2.37206 2.39134 -1.44240 -1.663 11.761 4.460
C -1.49723 1.83137 -2.09379 2.273 -9.658 -4.142
C -2.10151 0.43403 -2.44032 7.356 3.330 -2.149
C -3.32669 0.11423 -2.32992 -4.882 -1.632 -0.663
C -4.20226 1.15764 -1.82600 -6.380 -11.065 -2.308
C -3.75928 2.22901 -1.43380 1.144 8.160 5.191
H -4.36565 2.99309 -0.80541 0.944 -1.283 -1.480
H -5.27755 0.67047 -1.66968 1.963 2.000 -0.399
H -3.77548 -0.85226 -2.76863 0.836 1.595 1.028
H -1.31321 -0.01033 -3.02058 -0.253 -1.549 -0.038
H -0.45766 1.91576 -2.34173 0.186 0.739 0.390
H -2.52548 4.70616 -0.81075 0.582 -0.598 -1.640
H -0.89406 4.13180 -1.32280 3.327 0.967 -1.646
H 2.92602 2.26650 0.55422 0.537 -2.594 0.648
N 4.69492 -0.10475 1.18483 -5.188 11.113 2.697
C 5.06922 -1.16090 0.71775 9.255 -13.868 -7.590
H 4.49281 -2.14747 0.71447 0.422 1.615 1.082
C 5.33502 -1.22350 -1.01382 1.297 6.800 4.855
H 5.79833 -1.88475 -1.53118 3.134 -5.503 -2.109
O 6.32728 -0.02327 -1.37277 -2.761 -1.365 2.269
C 5.68606 1.11739 -0.80045 -1.097 2.138 -6.135
H 6.42311 1.88502 -1.06621 -0.416 0.479 0.133
C 5.45943 1.20989 0.57314 -0.840 -1.911 7.673
H 4.87740 2.09537 1.14341 1.696 -1.881 -2.088
H 6.44447 1.00527 1.07927 -0.760 0.663 -0.134
H 4.65214 1.45430 -1.36899 2.251 -1.156 0.823
H 4.57819 -0.93059 -1.60830 -3.547 0.905 -1.452
H 6.25624 -1.45677 1.04299 -2.933 0.515 -0.573
H 3.11948 -1.97211 2.05476 -2.547 1.770 0.000
H 0.64134 -1.64800 2.49174 0.010 0.798 -1.883
H -1.75270 -1.42422 1.37348 -0.998 -1.008 -1.150
C -2.53486 -4.13930 0.66255 4.527 -0.776 -0.695
H -2.37167 -4.81381 -0.13888 -1.141 -1.822 -0.434
H -3.23583 -4.28798 1.45134 -1.288 0.113 -0.349
H -1.55538 -4.34649 1.20676 -0.749 0.579 -0.254
H -3.22946 -2.64516 -0.59537 -1.421 -0.284 -2.798
H -1.00725 -1.40335 -1.03999 0.161 -0.702 0.551
H -1.18497 -4.34482 -1.82755 0.950 1.004 -0.145
H -0.09993 -3.08717 -2.58706 0.750 -0.287 -0.552
H -1.84412 -3.06461 -2.69539 0.367 0.698 0.507
```
Forces are in eV/Å.

Results
E: -1852.272527 a.u.
Molecular weight: 480.63 g/mol
Charge: 0
ΔE to the lowest compared entry with this formula, charge and spin: 1779.8 kJ/mol

=====

E of number 3 (C26H32N4O3S)?
-1852.272527 a.u.